Record 1
Here is C30H18BrF5IN2O2Pt as an isolated structure from the OMol25 dataset. Energies are from ωB97M-V with the def2-TZVPD basis set.

XYZ file:
```
60
Properties=species:S:1:pos:R:3:forces:R:3:mulliken_spin:R:1
Pt 0.679135 -0.028019 -0.649547 -0.211 0.277 -0.006 1.4459
C 1.378287 -2.424515 3.628264 0.890 0.534 2.685 0.0063
C 0.214079 -2.827720 2.895834 -0.724 0.652 -1.380 0.1495
N -0.758009 -3.493499 3.397776 -1.296 -1.222 0.964 -0.1029
C -1.894575 -3.766815 2.697237 1.530 0.863 -0.153 0.3164
C -2.056200 -3.411671 1.353595 0.004 -0.221 -0.479 0.0062
C -3.370684 -3.775431 0.677476 0.429 -0.384 0.367 -0.0046
O -3.913987 -2.637671 0.071623 0.933 0.761 0.179 -0.0001
C -0.987539 -2.752656 0.715034 -0.018 0.785 0.104 0.0941
C -1.007397 -2.474882 -0.718289 0.653 0.375 -0.111 -0.0210
N -0.207497 -1.762039 -1.473310 -1.479 -0.565 -0.386 0.1298
C -0.468373 -1.805489 -2.914216 -0.138 -2.181 -0.250 0.0184
C -0.824912 -3.067684 -3.504894 0.437 -0.463 0.982 0.0084
C -1.134101 -3.235868 -4.842529 -0.586 -0.905 -0.757 -0.0096
C -1.133702 -2.160922 -5.740453 -0.100 -0.258 2.349 0.0194
C -0.714078 -0.973385 -5.170272 0.132 0.656 -1.837 -0.0070
C -0.324927 -0.794089 -3.847924 -0.214 1.342 0.402 0.0048
I 0.188686 1.236532 -3.349797 -0.101 -1.068 0.156 0.1414
C 0.089924 -2.270916 1.543574 0.444 0.748 -0.253 0.0652
O 0.865767 -1.331792 1.223412 -0.413 -1.071 0.216 0.3634
H 1.592387 -3.093579 4.472474 -0.179 -0.186 -0.379 0.0106
H 1.169981 -1.459787 4.196838 0.395 -0.704 -1.127 0.0274
H 2.242751 -2.383443 2.988633 0.346 0.518 -0.065 0.0023
H -2.653125 -4.280069 3.252034 -0.393 -0.180 0.088 0.0006
H -4.087945 -4.158074 1.407449 0.291 -0.124 0.288 -0.0023
H -3.222272 -4.581270 -0.049038 0.184 -0.040 -0.086 0.0016
H -4.635430 -2.950178 -0.441744 -1.191 -0.046 -0.835 0.0004
H -1.839152 -2.993035 -1.107113 -0.734 -0.405 -1.327 0.0071
H -0.780382 -4.004543 -2.895296 -0.113 1.078 -0.367 -0.0007
H -1.426627 -4.242119 -5.214387 0.315 0.767 0.484 0.0000
H -1.567007 -2.199341 -6.722853 0.341 -0.129 -0.304 0.0007
H -0.678970 -0.171880 -5.915203 0.135 0.278 0.812 -0.0055
Br -1.630407 0.861683 0.517508 0.127 0.715 -0.120 0.1676
C -1.097223 2.644115 -0.096812 1.145 -0.110 -0.608 -0.0635
C -2.075983 3.587176 -0.393221 0.712 -0.236 0.789 0.1262
C -1.648240 4.780866 -0.938105 0.982 0.394 0.006 -0.0759
C -0.316282 5.015049 -1.288411 -1.385 -0.132 -0.266 0.1327
C 0.642099 4.033762 -1.102258 -0.111 -1.273 0.270 -0.1198
C 1.922653 4.140053 -1.724861 0.053 0.260 1.235 0.4937
C 2.873870 3.140732 -1.420720 1.135 1.282 -1.623 -0.0021
C 2.639648 2.076717 -0.679978 -0.270 -1.236 1.879 0.2512
C 1.339138 1.823675 0.045492 0.199 0.183 -0.636 0.0731
C 0.270983 2.824260 -0.369488 -0.448 0.638 -0.259 0.2512
H -3.073563 3.476925 -0.022993 -0.490 -0.216 -0.210 0.0056
H -2.332938 5.582372 -1.068149 -0.660 0.412 -0.170 -0.0024
H -0.071777 5.932404 -1.813620 0.108 -0.058 0.142 0.0034
H 2.227875 5.101829 -2.139423 -0.156 -0.425 -0.171 0.0140
H 3.887158 3.241590 -1.799508 -0.113 0.150 -0.128 0.0034
H 3.472623 1.440780 -0.375181 -0.280 0.100 -0.428 0.0154
F 3.289238 0.054793 1.279952 0.024 -0.531 -0.494 0.0058
C 2.652006 0.926314 2.048292 -1.465 1.130 -0.087 0.0415
C 1.643519 1.800938 1.525483 1.172 0.431 0.745 0.0013
C 1.241625 2.804758 2.430073 -0.755 -0.650 -0.446 0.0131
F 0.380118 3.792470 2.103680 0.456 -0.269 -0.188 -0.0005
C 1.604224 2.806590 3.759597 1.152 -0.203 0.642 -0.0036
F 1.354581 3.850227 4.522210 -0.817 0.523 0.453 -0.0002
C 2.434507 1.829280 4.278026 0.063 -0.420 -1.559 0.0135
F 2.787579 1.736994 5.534765 0.032 0.409 0.723 0.0012
C 2.990754 0.929736 3.375905 -0.226 -0.074 0.574 -0.0121
F 3.858109 0.039762 3.847358 0.247 -0.274 -0.044 0.0003
```
Positions in Å, forces in eV/Å.

Summary:
Net charge: +1
HOMO energy (alpha / beta) in Eh: -0.331 / -0.411
F_max in Eh/bohr: 0.0560
2S+1: 5
Orbital gap (alpha / beta) in eV: 4.9 / 5.0
Electronic energy in hartree: -4903.90395

Record 2
Here is C30H18Cl4N7O2ReS2 as an isolated structure from the OMol25 dataset. Energies are from ωB97M-V with the def2-TZVPD basis set.

XYZ file:
```
64
Properties=species:S:1:pos:R:3:forces:R:3:mulliken_spin:R:1
Re -0.287357 -0.024827 -0.357413 0.278 -0.172 -0.137 0.7821
C 4.030996 1.274957 -5.181014 0.024 0.010 -0.016 -0.0006
C 3.514963 0.943738 -3.807353 0.001 -0.047 0.022 0.0007
C 3.677930 -0.329469 -3.260375 -0.009 0.061 -0.034 -0.0020
C 3.144729 -0.663098 -2.029075 -0.001 -0.008 0.056 -0.0074
C 2.444512 0.281805 -1.279595 0.075 -0.008 -0.211 0.0496
N 1.793372 -0.001072 -0.076791 -0.025 0.010 0.287 0.0002
C 2.519419 -0.584849 0.926932 0.077 -0.078 0.103 0.0108
C 3.932863 -0.525903 0.925955 -0.066 -0.001 -0.036 0.0099
C 4.714080 -1.104837 1.900079 0.028 -0.002 0.006 -0.0046
C 4.152205 -1.761287 2.990484 -0.011 0.013 -0.013 0.0076
C 4.996997 -2.354188 4.084675 0.017 -0.021 0.025 -0.0004
C 2.772518 -1.780603 3.049237 0.006 0.001 -0.031 -0.0063
C 1.969060 -1.232836 2.052469 0.048 -0.025 0.021 0.0140
N 0.563208 -1.298800 2.273647 -0.030 0.138 -0.029 0.0218
C -0.102294 -2.106839 3.112024 -0.001 -0.013 0.025 0.0040
C -1.391673 -1.630052 3.234137 0.021 -0.020 0.024 0.0059
C -1.430462 -0.511449 2.409318 0.070 0.072 0.011 0.0132
N -0.248373 -0.310513 1.821818 -0.110 -0.228 -0.041 -0.0082
C 2.282295 1.542645 -1.838400 -0.017 0.150 -0.001 -0.0459
C 2.793853 1.879060 -3.080530 -0.032 -0.031 0.003 0.0103
N 1.515783 2.483155 -1.100549 0.007 -0.107 0.070 -0.0058
C 1.731710 3.806818 -0.985466 0.046 -0.007 0.056 0.0082
C 0.822402 4.301277 -0.082373 0.025 -0.005 -0.012 -0.0050
C 0.069745 3.190433 0.309943 0.063 -0.069 0.031 0.0119
N 0.490408 2.093859 -0.307961 -0.057 0.371 -0.253 -0.0255
H 4.743841 0.524099 -5.521328 -0.002 -0.002 -0.002 0.0000
H 3.214027 1.312643 -5.904414 -0.008 -0.002 0.003 0.0002
H 4.529441 2.245540 -5.197567 -0.006 0.004 0.002 0.0000
H 4.205800 -1.085705 -3.829852 0.001 -0.001 -0.006 0.0001
H 3.233614 -1.667793 -1.636570 -0.001 -0.001 0.010 0.0006
H 4.421544 -0.006493 0.115198 -0.007 0.007 -0.033 0.0017
H 5.792870 -1.027501 1.817049 0.003 -0.005 0.002 -0.0003
H 5.975530 -2.649145 3.704179 -0.001 -0.001 -0.006 0.0001
H 5.163744 -1.642726 4.897878 -0.006 0.007 -0.006 0.0003
H 4.527988 -3.240304 4.514553 -0.009 0.005 -0.002 0.0001
H 2.292553 -2.220646 3.914289 0.027 -0.001 0.004 -0.0003
H 0.375828 -2.962221 3.554966 -0.028 -0.004 0.007 -0.0004
H -2.196610 -2.061845 3.800720 -0.006 -0.004 0.003 0.0009
H -2.261438 0.123705 2.152037 -0.021 -0.023 0.006 -0.0025
H 2.578798 2.852762 -3.505260 0.001 0.013 0.006 -0.0002
H 2.529387 4.276921 -1.532984 0.003 0.010 -0.010 0.0006
H 0.705187 5.319852 0.239624 0.002 0.007 0.011 -0.0003
H -0.764890 3.131516 0.984335 -0.032 0.008 -0.027 0.0005
S -0.442010 0.200895 -2.705220 0.011 0.091 0.065 0.0466
C -1.439095 1.633631 -2.862031 -0.093 0.002 0.196 -0.0218
C -1.398184 2.301120 -4.125990 -0.010 0.004 -0.115 0.0036
N -1.330239 2.818147 -5.152577 0.011 0.008 0.017 -0.0092
C -2.206582 2.113959 -1.851279 0.148 -0.258 0.051 0.0466
S -2.275207 1.308930 -0.290109 -0.057 0.208 -0.110 -0.0085
C -2.991277 3.294183 -2.007690 -0.006 0.136 -0.111 0.0018
N -3.606148 4.262048 -2.116637 -0.035 -0.029 0.050 0.0166
Cl -0.259652 -6.958496 -0.097154 -0.007 -0.010 0.006 0.0013
C -0.760446 -5.301109 -0.131373 0.095 -0.060 -0.022 0.0125
C -2.069620 -4.962834 0.164664 -0.092 0.060 0.016 -0.0071
Cl -3.222880 -6.185208 0.574221 -0.022 -0.044 0.012 -0.0006
C -2.471088 -3.616309 0.141302 0.150 -0.042 -0.004 0.0128
Cl -4.077728 -3.137591 0.550576 -0.038 0.018 0.010 0.0014
C -1.550616 -2.641016 -0.185923 0.253 -0.092 -0.014 -0.0104
O -1.794818 -1.344342 -0.208729 -0.272 -0.151 0.020 0.0497
C -0.214281 -2.980327 -0.493957 -0.212 0.067 -0.017 0.0189
O 0.554796 -1.966320 -0.769600 -0.111 0.103 0.042 0.0060
C 0.175734 -4.309496 -0.458402 -0.051 -0.022 0.020 0.0001
Cl 1.829210 -4.688217 -0.799248 0.002 0.009 -0.002 0.0000
```
Positions in Å, forces in eV/Å.

Summary:
Net charge: -1
HOMO energy (alpha / beta) in Eh: -0.169 / -0.169
F_max in Eh/bohr: 0.0088
2S+1: 2
Orbital gap (alpha / beta) in eV: 6.9 / 6.5
Electronic energy in hartree: -4403.37758